The following is a quantum chemistry calculation of a molecular structure, C40H39ClIN3O2RuSSiTe in a non-equilibrium geometry, from the OMol25 dataset.

Calculated values
- Spin multiplicity: 5
- Molecular weight: 1044.95 g/mol
- Lowest unoccupied orbital energy (spin up / spin down): -0.41 / -1.77 eV
- Total charge: 0
- Expectation value of S²: 6.024
- Total energy: -3670.856217 a.u.

The geometry in XYZ format:
```
90
C40H39ClIN3O2RuSSiTe wB97M-V/def2-TZVPD
Ru -0.43 -2.48 -0.63
C -2.38 0.71 -6.81
Si -2.16 0.85 -4.94
C -0.84 2.13 -4.53
C -3.82 1.35 -4.21
C -1.39 -0.78 -4.35
C -0.73 -1.60 -5.25
C 0.02 -2.71 -4.83
C 0.14 -2.93 -3.49
N -0.49 -2.15 -2.60
C -1.28 -1.13 -2.99
S -2.10 -0.40 -1.66
H -2.87 1.60 -7.19
H -3.01 -0.15 -7.07
H -1.43 0.60 -7.33
H -1.09 3.11 -4.95
H 0.13 1.83 -4.93
H -0.74 2.24 -3.45
H -4.12 2.32 -4.63
H -3.77 1.44 -3.13
H -4.60 0.63 -4.44
H -0.80 -1.39 -6.31
H 0.51 -3.35 -5.55
H 0.75 -3.73 -3.08
Cl 2.13 -7.74 2.48
C 1.15 -6.72 1.47
C 0.67 -7.20 0.29
C -0.13 -6.40 -0.53
I -0.84 -7.09 -2.37
C -0.47 -5.10 -0.19
O -1.21 -4.31 -0.92
C 0.09 -4.59 1.04
N -0.16 -3.27 1.29
C 0.30 -2.75 2.41
C 1.06 -3.49 3.33
C 1.36 -4.80 3.07
C 0.88 -5.40 1.88
H 0.92 -8.21 -0.02
H 0.09 -1.71 2.59
H 1.42 -3.00 4.22
H 1.98 -5.38 3.74
C -0.55 7.00 0.40
C -0.55 5.49 0.44
C -1.71 4.78 0.70
C -1.72 3.40 0.80
C -3.02 2.68 1.08
C -0.51 2.71 0.65
Te -0.58 0.62 1.11
N 0.79 -0.97 -0.25
C 1.99 -1.54 -0.15
O 2.11 -2.73 -0.57
C 3.17 -0.83 0.42
C 4.34 -0.73 -0.33
C 5.45 -0.10 0.20
C 5.42 0.40 1.49
C 4.27 0.27 2.26
C 3.15 -0.34 1.72
C -0.68 1.10 3.22
C 0.19 2.06 3.73
C 0.22 2.35 5.08
C -0.62 1.67 5.94
C -1.48 0.70 5.45
C -1.52 0.39 4.09
C -2.47 -0.69 3.63
C 0.66 3.39 0.31
C 1.95 2.69 -0.03
C 0.62 4.78 0.22
H -1.55 7.40 0.54
H -0.16 7.36 -0.56
H 0.09 7.40 1.19
H -2.65 5.32 0.83
H -3.86 3.37 0.98
H -3.03 2.28 2.09
H -3.16 1.85 0.38
H 4.35 -1.14 -1.33
H 6.35 -0.01 -0.39
H 6.30 0.88 1.91
H 4.25 0.65 3.27
H 2.25 -0.44 2.32
H 0.84 2.59 3.04
H 0.90 3.10 5.46
H -0.61 1.89 7.00
H -2.14 0.17 6.13
H -3.49 -0.46 3.95
H -2.20 -1.65 4.06
H -2.48 -0.79 2.54
H 1.90 1.64 0.24
H 2.80 3.15 0.47
H 2.13 2.75 -1.11
H 1.53 5.31 -0.03
```

The following is a quantum chemistry calculation of C5H8 in the gas phase in a non-equilibrium geometry, from the OMol25 dataset.

Calculated values
- Molecular weight: 68.12 g/mol
- Lowest unoccupied orbital energy: 1.04 eV
- Energy relative to the best compared isomer or geometry (same formula, charge and spin): 2.986 eV
- Total charge: 0
- Total energy: -195.182307 a.u.

The geometry in XYZ format:
```
13
C5H8 wB97M-V/def2-TZVPD
C 2.26 1.44 1.40
C 1.57 0.50 1.04
C 0.56 -0.46 0.47
C -0.48 0.18 -0.37
C -1.54 -0.66 -1.02
H 2.77 2.23 1.96
H 1.07 -1.20 -0.17
H 0.16 -1.15 1.25
H -0.95 1.13 0.07
H 0.07 0.62 -1.23
H -1.90 -0.22 -2.09
H -1.02 -1.78 -1.11
H -2.58 -0.64 -0.20
```

The following is a quantum chemistry calculation of a molecular structure, C27H35CoN10OS in a non-equilibrium geometry, from the OMol25 dataset.

Calculated values
- Spin multiplicity: 4
- Molecular weight: 606.65 g/mol
- Lowest unoccupied orbital energy (spin up / spin down): -2.46 / -2.61 eV
- Energy relative to the best compared isomer or geometry (same formula, charge and spin): 3.299 eV
- Total charge: +1
- Expectation value of S²: 3.758
- Total energy: -3453.289957 a.u.

The geometry in XYZ format:
```
75
C27H35CoN10OS wB97M-V/def2-TZVPD
Co 0.49 0.04 0.28
C -0.27 0.59 -5.07
C 0.36 -0.58 -4.43
N 0.88 -1.59 -5.05
N 1.28 -2.45 -4.09
C 1.00 -2.00 -2.85
S 1.25 -2.77 -1.41
N 0.42 -0.77 -3.06
N -0.02 0.08 -2.05
H -0.22 0.48 -6.15
H 0.24 1.52 -4.78
H -1.31 0.68 -4.76
H 1.69 -3.34 -4.33
H -1.04 0.10 -2.03
H 0.31 1.04 -2.21
C -0.87 4.20 1.23
C -1.11 4.03 2.59
C -0.63 2.90 3.20
C 0.03 1.92 2.46
N 0.16 2.04 1.11
C -0.22 3.18 0.56
C 0.62 0.73 3.05
C 0.98 0.67 4.41
C 1.61 -0.45 4.91
C 1.86 -1.54 4.08
C 1.48 -1.49 2.75
C 0.89 -0.36 2.21
H -1.17 5.10 0.72
H -1.65 4.78 3.14
H -0.79 2.75 4.26
H -0.09 4.42 -1.00
H 0.80 1.51 5.06
H 1.92 -0.47 5.94
H 2.36 -2.41 4.47
H 1.67 -2.35 2.12
O 2.65 -0.30 -0.25
C 3.73 0.41 -0.82
C 3.24 1.55 -1.72
C 2.37 2.53 -0.92
C 1.15 2.98 -1.65
C 1.07 3.29 -2.98
C -0.17 3.54 -3.61
C -1.32 3.13 -2.91
C -1.23 2.85 -1.59
N -0.05 3.39 -0.88
H 2.59 -1.20 -0.62
H 4.36 -0.27 -1.39
H 4.32 0.82 0.01
H 2.66 1.11 -2.54
H 4.10 2.05 -2.16
H 2.98 3.39 -0.61
H 2.07 2.01 0.00
H 1.96 3.25 -3.58
H -0.22 3.85 -4.63
H -2.24 2.94 -3.44
H -1.99 2.42 -0.96
C -2.66 -3.71 3.48
C -2.74 -4.43 2.14
C -1.37 -4.90 1.68
C -3.43 -3.54 1.08
N -2.76 -2.28 0.90
C -1.66 -1.99 0.19
N -1.42 -0.69 0.32
N -2.40 -0.22 1.11
N -3.18 -1.15 1.45
H -2.26 -4.38 4.23
H -3.64 -3.38 3.80
H -2.01 -2.84 3.42
H -3.39 -5.31 2.24
H -0.66 -4.07 1.64
H -1.42 -5.35 0.69
H -0.98 -5.64 2.37
H -4.44 -3.30 1.41
H -3.46 -4.05 0.12
H -1.07 -2.68 -0.38
```

The following is a quantum chemistry calculation of a gas-phase ion, C2H2NO3S (charge -1) in a non-equilibrium geometry, from the OMol25 dataset.

Calculated values
- Molecular weight: 120.11 g/mol
- Lowest unoccupied orbital energy: 3.55 eV
- Energy relative to the best compared isomer or geometry (same formula, charge and spin): 2.666 eV
- Total charge: -1
- Total energy: -756.041957 a.u.

The geometry in XYZ format:
```
9
C2H2NO3S wB97M-V/def2-TZVPD
C 0.72 0.90 1.23
C -0.27 -0.31 -0.57
N -0.84 0.02 -1.83
O 0.32 0.80 -0.08
O -0.56 -1.28 0.11
O 1.55 0.19 3.53
S 1.01 -0.38 2.15
H -0.75 0.88 -2.33
H -1.19 -0.82 -2.21
```

The following is a quantum chemistry calculation of 12 unconnected molecules or ions with the total composition C17H58N10O12 in a non-equilibrium geometry, from the OMol25 dataset.

Calculated values
- Molecular weight: 594.71 g/mol
- Lowest unoccupied orbital energy: -0.58 eV
- Energy relative to the best compared isomer or geometry (same formula, charge and spin): 4.756 eV
- Total charge: 0
- Total energy: -2132.793947 a.u.

The geometry in XYZ format:
```
97
C17H58N10O12 wB97M-V/def2-TZVPD
N -3.43 -2.22 3.15
C -2.32 -2.42 3.78
N -2.43 -3.50 4.50
O -1.17 -1.68 3.69
H -3.60 -1.39 2.58
H -4.17 -2.92 3.30
H -1.45 -3.82 4.83
H -3.28 -4.05 4.65
N 4.59 0.35 -1.59
C 3.76 -0.06 -2.53
N 3.97 -1.29 -2.93
O 2.80 0.78 -3.10
H 4.38 1.34 -1.18
H 5.25 -0.22 -1.03
H 3.50 -1.56 -3.77
H 4.22 -2.05 -2.23
N -3.10 1.81 -3.62
C -2.42 0.73 -3.41
N -1.38 0.60 -4.15
O -2.83 -0.26 -2.54
H -3.85 2.01 -2.94
H -2.70 2.67 -4.13
H -0.80 -0.22 -3.89
H -0.91 1.35 -4.68
N 1.75 3.95 2.85
C 1.07 2.99 2.36
N 1.87 2.03 1.91
O -0.33 3.00 2.24
H 1.15 4.60 3.38
H 2.68 3.75 3.32
H 1.54 1.44 1.06
H 2.14 1.36 2.65
N 2.79 0.70 4.24
C 1.62 0.19 4.41
N 1.43 -0.90 3.78
O 0.61 0.74 5.15
H 2.97 1.55 4.82
H 3.53 0.38 3.60
H 0.41 -1.25 3.78
H 2.16 -1.26 3.15
C -0.15 -0.16 1.05
C 0.22 -0.18 -0.43
O 1.33 0.74 -0.52
H -0.55 0.82 1.22
H 0.77 -0.29 1.50
H -0.95 -0.90 1.29
H -0.59 0.10 -1.09
H 0.48 -1.20 -0.72
H 1.62 0.65 -1.41
C -2.04 -4.43 -0.79
C -2.09 -3.38 0.31
O -2.86 -2.27 0.00
H -1.75 -4.04 -1.77
H -2.96 -4.95 -0.88
H -1.32 -5.18 -0.47
H -1.08 -3.13 0.48
H -2.53 -3.94 1.14
H -2.80 -1.76 0.79
C -2.95 1.15 3.31
C -3.46 1.32 1.90
O -3.82 0.02 1.49
H -3.05 2.10 3.87
H -1.89 1.05 3.32
H -3.40 0.43 4.03
H -2.75 1.71 1.17
H -4.32 1.92 1.96
H -4.24 0.10 0.57
C 0.06 3.76 -0.93
C -1.19 2.90 -1.23
O -2.33 3.79 -1.24
H 0.00 4.22 0.04
H 0.10 4.57 -1.64
H 0.99 3.20 -1.04
H -1.41 1.97 -0.58
H -1.13 2.55 -2.24
H -3.08 3.30 -1.52
C 1.10 -3.32 -2.87
C 0.08 -2.27 -3.33
O 0.75 -1.06 -3.43
H 1.49 -3.03 -1.86
H 1.98 -3.37 -3.62
H 0.61 -4.31 -2.95
H -0.79 -2.33 -2.63
H -0.21 -2.68 -4.27
H 1.45 -1.09 -4.06
C 2.26 4.34 -3.96
O 1.37 3.32 -3.54
H 2.66 4.86 -3.10
H 1.75 5.13 -4.53
H 3.13 4.00 -4.47
H 1.79 2.46 -3.36
C 2.31 -2.61 0.82
O 3.10 -1.92 1.75
H 1.25 -2.47 1.04
H 2.63 -3.63 0.79
H 2.48 -2.24 -0.23
H 3.93 -1.61 1.36
```

Among the records above, which one has the lowest total energy?
C40H39ClIN3O2RuSSiTe

Which of these has the highest molecular weight?
C40H39ClIN3O2RuSSiTe

Which of these has the highest total charge?
C27H35CoN10OS